Entry 1
38
Properties=species:S:1:pos:R:3 method="wB97M-V/def2-TZVPD" homo_lumo_gap_ha=0.30620 total_charge=-1
B -0.0208 -0.3083 0.1750
H 0.4458 -1.0871 0.7581
H 0.7769 0.3411 -0.1506
H -0.4400 -0.8285 -0.6723
H -0.7964 0.2198 0.7078
O 2.6365 -1.2824 -3.0133
H 3.3555 -0.6620 -2.8935
H 2.0008 -1.0465 -2.3376
O -0.2459 4.3512 -0.6599
H -1.1254 4.7286 -0.6407
H -0.3878 3.4078 -0.5811
O 6.1183 0.6104 -1.2172
H 7.0117 0.3074 -1.0551
H 5.6043 0.2358 -0.5018
O 2.6018 4.8418 -3.8753
H 1.9650 4.6575 -3.1848
H 3.3706 5.1726 -3.4108
O -2.1096 -3.3324 5.1757
H -1.6343 -2.5022 5.1431
H -2.8763 -3.1920 4.6201
O -4.5296 2.7672 3.0807
H -4.3696 2.3518 2.2333
H -4.3181 3.6899 2.9393
O -0.6674 0.5180 4.4797
H -1.3768 1.1605 4.4698
H -0.4463 0.3904 3.5572
O 4.1611 -1.2520 1.9447
H 4.3847 -2.1813 1.8930
H 3.2812 -1.1958 1.5721
O -3.1599 -3.3684 0.1554
H -3.3628 -3.1834 -0.7616
H -2.5787 -2.6557 0.4211
O -3.9281 0.9600 -1.7921
H -4.0787 0.6169 -2.6729
H -3.0473 0.6612 -1.5656
O -1.0923 -4.5178 -4.2268
H -0.4230 -4.0117 -3.7661
H -0.6991 -5.3823 -4.3469

***

Entry 2
38
Properties=species:S:1:pos:R:3 method="wB97M-V/def2-TZVPD" homo_lumo_gap_ha=0.36644 total_charge=-1
B -0.3393 0.0458 -0.3116
H -0.2668 0.6396 0.6726
H -0.3796 -1.0835 -0.1247
H -1.2342 0.4169 -0.9214
H 0.6072 0.2621 -0.9163
O 0.2481 1.8028 3.4463
H 0.0035 0.9118 3.1572
H -0.4898 2.0899 3.9909
O 2.3212 -0.7424 0.4311
H 1.8059 -1.2765 1.0653
H 1.6497 -0.4234 -0.2177
O 0.6715 -1.2090 -4.1955
H 1.2045 -1.7287 -4.8053
H 1.2643 -1.0141 -3.4579
O -2.5698 2.0451 0.8956
H -1.9567 2.7854 0.8373
H -2.0056 1.2641 0.7850
O 0.8520 2.8172 -1.3604
H 0.4066 2.5113 -2.1734
H 0.7742 2.1201 -0.6772
O -1.0620 -0.7577 2.5683
H -0.9937 -0.2348 1.7336
H -1.9569 -1.1117 2.5551
O -0.3101 -3.5610 -0.0964
H -1.1440 -3.8058 -0.5100
H -0.3671 -2.5947 0.0014
O -1.0871 2.0397 -3.3877
H -1.5450 2.8375 -3.1018
H -1.3577 1.3609 -2.7534
O 1.4069 -2.1367 2.6173
H 0.5055 -1.7531 2.6459
H 1.2884 -3.0498 2.8933
O 2.9517 1.9584 1.7827
H 2.2987 2.0634 2.4853
H 2.6507 1.1791 1.2892
O -1.6488 -1.6056 -2.4258
H -0.8159 -1.8705 -2.8349
H -1.3806 -1.1920 -1.5820

***

Of them, entry 1 has the lowest stability.

***

Entry 1
20
Properties=species:S:1:pos:R:3 method="wB97M-V/def2-TZVPD" homo_lumo_gap_ha=0.33953 total_charge=+1 smiles="C=CCC[C@H]([NH3+])C=O"
C 3.3797 -0.5008 -0.4860
C 2.3203 -0.6392 0.3024
C 1.3890 0.2937 1.0039
C 0.2965 1.0153 0.1416
C -0.8410 0.1371 -0.2307
N -1.5278 0.2855 -1.5298
C -1.9648 -0.0979 0.8608
O -2.9549 -0.6167 0.4218
H 3.9465 -1.3098 -0.9203
H 3.7668 0.4048 -1.0043
H 2.1886 -1.6122 0.7690
H 2.0382 1.2179 1.1713
H 0.9672 -0.2011 1.8998
H -0.0188 1.9480 0.6600
H 0.9992 1.2324 -0.6774
H -0.3463 -0.8427 -0.2469
H -1.4661 1.3084 -1.7612
H -2.5681 0.0988 -1.4423
H -1.2994 -0.3478 -2.2869
H -1.7951 0.1323 1.9101

***

Entry 2
20
Properties=species:S:1:pos:R:3 method="wB97M-V/def2-TZVPD" homo_lumo_gap_ha=0.39410 total_charge=+1
C -2.0142 3.0786 -2.0120
C -0.9528 3.3397 -2.5017
C 0.0967 0.7530 0.0747
C -0.5259 -1.8464 0.1827
C 0.5900 -0.7335 2.1922
C 1.6541 -1.0545 0.0767
N 0.3471 -0.7247 0.7046
O -0.8747 0.6704 -0.7045
H -2.9717 2.9284 -1.5866
H -0.9356 1.6840 -1.0724
H -0.0653 3.6235 -2.9824
H -1.5175 -1.5868 0.4624
H -0.4917 -2.0515 -0.8952
H -0.0954 -2.7444 0.4472
H -0.0828 0.0690 2.5794
H 0.4100 -1.6403 2.6550
H 1.6082 -0.4175 2.4443
H 2.1875 -0.1469 0.1367
H 2.0565 -1.6586 0.7932
H 1.5775 -1.5416 -0.9942

***

Entry 3
20
Properties=species:S:1:pos:R:3 method="wB97M-V/def2-TZVPD" homo_lumo_gap_ha=0.39385 total_charge=+1 smiles="CC[C@@H]1OC=C[N@H+]1C"
C -2.5837 -0.8779 0.1155
C -1.1304 -1.3331 0.3978
C -0.0989 -0.4892 -0.3992
O 1.0549 -1.3584 -0.5350
C 2.1706 -0.7707 -0.1118
C 1.9452 0.3496 0.5256
N 0.6353 0.8100 0.3069
C 0.7862 2.1324 -0.5154
H -2.9728 0.0431 0.5081
H -3.3301 -1.6430 0.5844
H -2.8021 -0.8966 -0.9636
H -0.9446 -2.3636 0.0638
H -0.9029 -1.3492 1.4278
H -0.2749 -0.1445 -1.4708
H 3.0593 -1.3363 -0.1305
H 2.6334 0.9370 1.0582
H 0.1807 0.9146 1.2280
H 0.5975 2.0011 -1.5961
H 0.1698 2.8288 -0.0739
H 1.8074 2.5459 -0.4196

***

Of them, entry 2 has the lowest stability.

***

Entry 1
19
Properties=species:S:1:pos:R:3 method="wB97M-V/def2-TZVPD" homo_lumo_gap_ha=0.29318 total_charge=-1
O -2.0381 0.5407 0.4222
C -1.0339 0.6553 -0.2601
O -0.8385 1.6300 -0.9792
C 0.0208 -0.5166 -0.3345
C 1.3772 0.0121 -0.1796
C 2.0290 0.5589 -1.4604
C 2.4699 -0.9786 0.5319
H -0.1917 -0.8897 -1.3283
H -0.1879 -1.2794 0.4540
H 1.2514 0.7956 0.6978
H 2.2824 -0.2356 -2.2489
H 2.9233 1.1517 -1.1877
H 1.2177 1.0913 -2.0796
H 2.7210 -1.7464 -0.1708
H 1.9486 -1.3248 1.3278
H 3.3121 -0.4361 0.9533
H -1.9213 -0.5328 2.2101
H -2.2179 -1.2325 0.9116
O -2.1628 -1.3893 1.8916

***

Entry 2
19
Properties=species:S:1:pos:R:3 method="wB97M-V/def2-TZVPD" homo_lumo_gap_ha=0.31040 total_charge=-1
C -1.0242 -1.8614 -0.2465
C 0.4703 -1.7940 -0.6193
C -1.2932 -2.1499 1.2193
O -1.7436 -0.6880 -0.6679
H -1.5107 -2.6114 -0.8715
H 0.8150 -0.7871 -0.7594
H -0.4715 -1.7683 1.7919
H -2.1954 -1.6285 1.5495
H -1.4724 -3.1985 1.4123
H -1.3397 0.1148 -0.2944
H 0.6038 -2.3024 -1.5561
H 1.0364 -2.1831 0.1819
C 2.2386 1.7962 0.5026
C 0.7706 1.8182 0.0281
O 0.0408 0.8828 0.4989
O 0.4263 2.7245 -0.7337
H 2.5609 2.8002 0.8131
H 2.9573 1.4010 -0.2369
H 2.3091 1.1513 1.3846

***

Entry 3
19
Properties=species:S:1:pos:R:3 method="wB97M-V/def2-TZVPD" homo_lumo_gap_ha=0.31778 total_charge=-1
O 1.1588 0.8866 0.8422
C 2.0205 0.4473 0.0287
O 1.9256 -0.6019 -0.6357
C 3.2932 1.2686 -0.1064
H 3.9699 0.7471 -0.7860
H 3.1139 2.2622 -0.5196
H 3.7748 1.3792 0.8650
C -1.4039 -1.7153 0.6108
C -2.0051 -0.3531 0.3330
C -1.7839 0.1114 -1.1205
O -1.5288 0.6334 1.2288
H -1.5165 -1.9721 1.6661
H -0.3451 -1.6965 0.3459
H -1.8862 -2.4914 0.0075
H -3.0904 -0.3716 0.5073
H -2.2239 -0.5632 -1.8591
H -0.7117 0.1366 -1.3024
H -2.2139 1.1103 -1.1930
H -0.5473 0.7824 1.0874

***

Entry 4
19
Properties=species:S:1:pos:R:3 method="wB97M-V/def2-TZVPD" homo_lumo_gap_ha=0.30619 total_charge=-1
C 0.7530 -3.2398 -0.5727
C -0.2766 -2.5654 0.3618
O -0.9451 -1.6117 -0.1360
O -0.3594 -3.0302 1.5171
H 0.1943 -3.6820 -1.3983
H 1.3184 -3.9839 -0.0205
H 1.5013 -2.5404 -0.9545
C -0.3673 1.5502 -0.2635
C -0.6353 1.2143 1.1973
C 0.3127 2.8946 -0.4567
O 0.4601 0.5883 -0.8907
H -1.3196 1.5922 -0.8081
H -0.7356 0.1473 1.3187
H 1.2830 3.0026 0.0223
H 0.4840 3.0037 -1.5162
H -0.3510 3.7221 -0.1778
H 0.1430 -0.3082 -0.6488
H -1.5857 1.6346 1.5576
H 0.1259 1.6117 1.8690

***

Of them, entry 1 has the lowest stability.

***

Entry 1
19
Properties=species:S:1:pos:R:3 method="wB97M-V/def2-TZVPD" homo_lumo_gap_ha=0.30809 total_charge=-1
C 1.9573 -0.9191 0.7604
C 2.5858 -0.0269 -0.3242
O 1.4659 -0.0999 1.8045
H 1.1992 -1.5860 0.3582
H 2.7690 -1.4410 1.2437
H 1.8903 0.8013 -0.4448
H 0.4919 -0.1341 1.8865
H 2.7960 -0.5945 -1.2363
H 3.4919 0.4856 0.0288
C -1.3035 0.4453 -0.3268
C -2.3097 0.6712 -1.4500
C -1.9400 -0.1897 0.9331
O -3.1765 -0.2068 0.9687
O -1.0952 -0.6219 1.7792
H -0.5308 -0.2387 -0.6857
H -0.7451 1.3378 -0.0381
H -2.5960 -0.2843 -1.8964
H -1.8410 1.2647 -2.2435
H -3.1097 1.3372 -1.1171

***

Entry 2
19
Properties=species:S:1:pos:R:3 method="wB97M-V/def2-TZVPD" homo_lumo_gap_ha=0.31289 total_charge=-1
C -1.2304 -0.1101 -0.0042
C -2.7053 0.2286 -0.2503
C -0.9961 -0.6920 1.4073
O -0.7265 -0.9721 -0.9593
H -0.6854 0.8469 -0.0484
H -3.2044 -0.5069 -0.8826
H -1.4008 -1.7080 1.4176
H 0.0424 -0.6495 1.7200
H -1.6227 -0.1417 2.1237
H 0.2026 -0.8275 -1.3400
H -2.7952 1.1915 -0.7609
H -3.2505 0.3747 0.6864
C 3.1281 0.3329 -0.0106
C 1.9687 0.6348 -1.0035
O 1.5614 1.7984 -1.0924
O 1.6615 -0.3621 -1.7327
H 4.0424 0.2921 -0.5890
H 2.9019 -0.6575 0.4138
H 3.1081 0.9275 0.9052

***

Entry 3
19
Properties=species:S:1:pos:R:3 method="wB97M-V/def2-TZVPD" homo_lumo_gap_ha=0.30901 total_charge=-1
C 0.3581 1.0656 0.4150
C 1.2257 2.1048 1.1191
C -1.1226 1.2728 0.7284
O 0.5274 1.2281 -0.9921
H 0.6105 0.0245 0.6208
H 1.5314 2.8281 0.3632
H -1.4937 2.1665 0.2241
H -1.6772 0.4401 0.3091
H -1.3667 1.3382 1.7914
H 0.6595 0.3397 -1.3948
H 2.1632 1.7328 1.5432
H 0.6625 2.6280 1.8949
C -0.8604 -2.7400 -0.8745
C 0.4985 -2.0530 -1.0531
O 1.3706 -2.3331 -0.2117
O 0.5965 -1.2568 -2.0314
H -1.0972 -3.4536 -1.6690
H -1.7126 -2.0426 -0.8610
H -0.8735 -3.2900 0.0783

***

Of them, entry 2 has the lowest stability.